[1]
{"formula": "C3H4N2O2", "method": "wB97M-V/def2-TZVPD", "species": ["C", "N", "N", "C", "O", "C", "O", "H", "H", "H", "H"], "coordinates": [[1.4586, -0.6164, -0.1484], [0.1597, -0.2046, 0.0923], [-0.1074, 0.6412, 1.0928], [-1.3250, 1.0068, 0.9811], [-1.8876, 0.4573, -0.0972], [-0.9308, -0.2372, -0.7504], [-0.9628, -0.6469, -1.8922], [1.9048, -1.4074, 0.3812], [1.6096, -1.0091, -1.1733], [2.0246, 0.2519, 0.0670], [-1.9437, 1.7645, 1.4470]], "forces_ev_per_a": [[1.7, -0.3, -2.1], [-3.2, -0.4, -0.2], [0.3, 1.4, 2.5], [0.6, 0.0, -0.3], [-1.5, -0.3, -1.2], [1.6, -0.6, -1.9], [-0.6, 0.0, 1.2], [-0.3, -1.2, 1.7], [-0.5, 1.0, 0.2], [1.2, 0.7, -0.3], [0.6, -0.3, 0.5]], "nbo_charge": [-0.4184, -0.2671, -0.2691, 0.2930, -0.4444, 0.8327, -0.6044, 0.2085, 0.2400, 0.2148, 0.2143], "smiles": "Cn1ncoc1=O", "homo_lumo_gap_ha": 0.3750, "lumo_ha": 0.03258, "homo_energy_ha": -0.342, "relative_energy_kcal_mol": 52.2, "spin_multiplicity": 1, "max_force_ha_per_bohr": 0.063}



[2]
{"formula": "C3H4N2O2", "method": "wB97M-V/def2-TZVPD", "species": ["C", "C", "C", "H", "H", "H", "H", "N", "N", "O", "O"], "coordinates": [[0.0724, 0.4743, 0.1464], [1.6920, -0.8339, -0.2412], [-0.4079, -0.7587, -0.2946], [0.0094, 2.2216, 0.8906], [-1.3789, 1.9436, -0.1202], [2.6600, -1.3750, -0.3142], [-2.4156, -0.9271, 0.3812], [-0.7097, 1.5483, 0.5752], [1.4837, 0.3479, 0.2669], [0.6552, -1.5248, -0.5399], [-1.6605, -1.1161, -0.7504]], "forces_ev_per_a": [[-0.2, -2.6, -0.4], [3.4, 0.8, 1.5], [-1.3, 2.8, -0.3], [-1.2, 0.1, -0.2], [1.1, -0.5, 0.7], [-0.8, 0.7, 0.0], [2.9, -0.9, -4.8], [1.0, 0.9, -0.1], [-1.6, 0.2, -0.8], [-1.7, -2.5, -1.3], [-1.6, 0.9, 5.6]], "nbo_charge": [0.1734, 0.3248, 0.4134, 0.3909, 0.3925, 0.1899, 0.4591, -0.8295, -0.4839, -0.3919, -0.6388], "homo_lumo_gap_ha": 0.2848, "lumo_ha": -0.01102, "homo_energy_ha": -0.296, "relative_energy_kcal_mol": 97.5, "spin_multiplicity": 1, "max_force_ha_per_bohr": 0.115}



[3]
{"formula": "C3H4N2O2", "method": "wB97M-V/def2-TZVPD", "species": ["C", "C", "C", "N", "N", "O", "O", "H", "H", "H", "H"], "coordinates": [[1.7862, -1.2781, -0.5559], [1.0224, -0.6511, 0.4135], [-0.0721, 0.0932, -0.1049], [-0.9707, 0.6596, 0.8913], [-2.0465, 1.3080, 0.3852], [-1.9010, 2.4968, 0.2259], [-3.0189, 0.6719, 0.1038], [2.6920, -1.7500, -0.1893], [1.8202, -0.9823, -1.5294], [1.1766, -0.9090, 1.4385], [-0.4882, 0.3411, -1.0786]], "forces_ev_per_a": [[0.5, 1.3, 5.0], [1.2, -2.0, -3.9], [-6.3, 3.9, 5.8], [5.4, -3.8, -2.7], [0.4, 1.0, -1.5], [-0.2, 0.8, 0.2], [-1.1, -0.8, 0.1], [-0.2, -0.6, -0.2], [-0.6, 0.5, -2.7], [-0.3, 0.4, 0.5], [1.1, -0.7, -0.5]], "nbo_charge": [-0.2738, -0.2591, 0.0896, -0.2715, 0.5980, -0.3810, -0.3690, 0.2014, 0.1930, 0.2483, 0.2244], "smiles": "C=C/C=N/[N+](=O)[O-]", "homo_lumo_gap_ha": [0.3191, 0.3191], "lumo_ha": [-0.04307, -0.04306], "homo_energy_ha": [-0.362, -0.362], "relative_energy_kcal_mol": 167.8, "spin_multiplicity": 1, "max_force_ha_per_bohr": 0.183}



[4]
{"formula": "C3H4N2O2S", "method": "wB97M-V/def2-TZVPD", "species": ["O", "N", "C", "C", "N", "O", "C", "S", "H", "H", "H", "H"], "coordinates": [[-2.8557, 0.1947, -0.0952], [-1.7036, -0.7329, 0.0660], [-0.4825, -0.2466, -0.2502], [-0.1564, 1.0915, -0.2714], [1.0168, 1.5081, -0.2366], [2.0730, 0.6307, -0.2089], [1.9079, -0.6001, 0.3269], [0.5793, -1.6403, -0.4005], [-3.5590, -0.4360, 0.2311], [-1.0465, 1.8366, -0.5774], [1.4354, -0.5263, 1.3220], [2.7913, -1.0793, 0.0941]], "forces_ev_per_a": [[1.2, -2.0, 1.0], [0.9, 1.9, -1.6], [-5.7, -5.1, 1.7], [-2.5, 2.6, -1.8], [1.9, 2.1, -0.4], [0.0, 1.6, -0.7], [-2.8, -0.6, 1.0], [0.1, 1.0, -0.8], [1.0, 1.2, -0.6], [2.3, -1.5, 1.3], [1.5, 0.0, 0.3], [2.0, -1.2, 0.7]], "nbo_charge": [-0.5891, -0.1039, -0.0607, -0.0705, -0.0534, -0.3374, -0.1991, 0.2612, 0.4866, 0.2529, 0.1930, 0.2205], "smiles": "O/N=C1\\C=NOCS1", "homo_lumo_gap_ha": 0.3223, "lumo_ha": -0.01299, "homo_energy_ha": -0.335, "relative_energy_kcal_mol": 139.7, "spin_multiplicity": 1, "max_force_ha_per_bohr": 0.151}



[5]
{"formula": "C3H4N2O2S", "method": "wB97M-V/def2-TZVPD", "species": ["C", "C", "C", "N", "N", "O", "O", "S", "H", "H", "H", "H"], "coordinates": [[-1.6768, -4.2305, -1.9100], [-1.6704, -4.6319, -0.7200], [-0.6871, 1.5200, 0.8248], [-1.2896, -3.0956, -2.2826], [-1.1047, -2.1074, -2.7521], [-1.8946, -0.2666, -0.7076], [-1.7350, -5.2448, 0.2374], [-0.7835, -0.2641, 0.5030], [-1.3159, 1.6154, 1.7049], [0.4306, 1.6345, 0.8840], [-0.9800, 1.9477, -0.2115], [-1.4311, -0.5046, -1.6269]], "forces_ev_per_a": [[-0.1, -0.1, -2.1], [-0.1, -1.5, 1.4], [1.2, -1.1, -2.3], [-0.5, 1.0, -0.8], [0.8, 0.9, -0.5], [0.7, -0.9, -3.2], [-0.1, -0.5, 1.9], [0.3, -0.4, 0.0], [0.3, 1.2, -0.2], [-1.2, 0.6, 0.7], [0.0, -0.2, 2.2], [-1.3, 0.9, 3.0]], "nbo_charge": [-0.3808, 0.6883, -0.7927, 0.1412, -0.0181, -0.8818, -0.4175, 0.4444, 0.2374, 0.2346, 0.2518, 0.4931], "homo_lumo_gap_ha": 0.3188, "lumo_ha": 0.00499, "homo_energy_ha": -0.314, "relative_energy_kcal_mol": 113.7, "spin_multiplicity": 1, "max_force_ha_per_bohr": 0.066}



[6]
{"formula": "C3H4N2O3", "method": "wB97M-V/def2-TZVPD", "species": ["N", "C", "C", "O", "N", "O", "C", "O", "H", "H", "H", "H"], "coordinates": [[2.3052, 0.3377, -0.3635], [0.8059, -0.1107, 0.1677], [0.2384, -1.3705, -0.0492], [-1.1545, -1.3080, 0.2404], [-1.4616, 0.0446, -0.2822], [-2.8575, 0.2849, -0.3532], [-0.3006, 0.8244, 0.0264], [-0.4209, 2.0665, 0.1411], [3.2692, -0.2578, 0.0415], [2.1162, 1.3100, 0.1144], [0.8596, -2.3671, -0.3055], [-3.3995, 0.5461, 0.6219]], "forces_ev_per_a": [[-1.9, 0.0, 3.4], [2.6, -2.9, -3.5], [1.2, 0.6, 1.8], [1.6, -0.2, -2.2], [-1.0, -1.4, 0.7], [0.5, 0.9, 3.7], [-2.7, 4.3, 1.2], [1.2, -3.0, -0.5], [-4.2, 2.4, -0.7], [2.0, -1.9, -1.1], [-2.2, 2.3, 0.9], [3.0, -1.0, -3.4]], "nbo_charge": [-0.8401, -0.0386, 0.1588, -0.3514, 0.0980, -0.4938, 0.5437, -0.5814, 0.4013, 0.3949, 0.2391, 0.4695], "smiles": "Nc1con(O)c1=O", "homo_lumo_gap_ha": 0.3375, "lumo_ha": -0.00283, "homo_energy_ha": -0.340, "relative_energy_kcal_mol": 183.0, "spin_multiplicity": 1, "max_force_ha_per_bohr": 0.102}



[7]
{"formula": "C3H4N2O3", "method": "wB97M-V/def2-TZVPD", "species": ["H", "N", "C", "N", "C", "O", "C", "O", "O", "H", "H", "H"], "coordinates": [[3.0736, 0.4394, 0.1365], [2.6374, -0.5103, 0.2475], [1.3661, -0.4425, 0.1625], [0.6816, 0.7522, 0.0871], [-0.7114, 0.9452, -0.0373], [-1.1117, 2.0554, -0.2564], [-1.6586, -0.2628, 0.1894], [-2.5144, -0.3999, 1.0463], [-1.4665, -1.0682, -0.8985], [0.7084, -1.3537, 0.1355], [1.2504, 1.5700, 0.0887], [-2.2548, -1.7249, -0.9012]], "forces_ev_per_a": [[-0.5, -1.0, 0.4], [-0.4, 0.4, -0.5], [0.5, -0.7, 0.2], [-1.9, -1.0, -0.1], [1.7, 0.7, 0.9], [-0.8, -0.3, 0.0], [-1.2, -0.1, 0.0], [2.0, 0.3, -1.8], [-2.3, -1.2, 0.9], [0.9, 0.8, 0.2], [0.0, 0.8, -0.2], [1.8, 1.2, 0.0]], "nbo_charge": [0.3234, -0.6478, 0.2738, -0.6321, 0.5937, -0.5191, 0.7015, -0.5219, -0.6802, 0.1881, 0.4107, 0.5099], "smiles": "[H]/N=C\\NC(=O)C(=O)O", "homo_lumo_gap_ha": 0.3924, "lumo_ha": 0.01501, "homo_energy_ha": -0.377, "relative_energy_kcal_mol": 18.5, "spin_multiplicity": 1, "max_force_ha_per_bohr": 0.054}



[8]
{"formula": "C3H4N2O3", "method": "wB97M-V/def2-TZVPD", "species": ["N", "C", "C", "C", "O", "O", "N", "O", "H", "H", "H", "H"], "coordinates": [[1.6053, 0.7830, 0.0244], [0.2260, 0.5067, 0.2417], [-0.9666, 1.0698, 0.0861], [-1.9771, -0.1091, -0.0254], [-3.1340, -0.1120, -0.1968], [-1.2320, -1.2153, 0.3733], [0.1141, -0.9227, 0.5699], [0.7765, -1.5887, -0.4404], [2.2181, 0.0329, -0.2539], [1.8952, 1.6733, -0.2402], [-1.0118, 2.0981, -0.1270], [1.4861, -2.2161, -0.0117]], "forces_ev_per_a": [[-2.4, -0.6, 1.3], [3.1, -2.0, -0.7], [0.0, -1.8, -0.2], [3.2, 2.6, 1.8], [-1.3, -0.5, -0.6], [-1.1, -0.8, -0.2], [-0.4, 1.4, -0.1], [2.7, -2.5, 0.1], [-0.5, 0.0, 0.1], [0.2, 1.5, -0.4], [-0.9, 0.9, -0.4], [-2.4, 1.7, -0.8]], "nbo_charge": [-0.8202, 0.3577, -0.4699, 0.7789, -0.5345, -0.3665, 0.1056, -0.5723, 0.4076, 0.3912, 0.2372, 0.4853], "smiles": "Nc1cc(=O)on1O", "homo_lumo_gap_ha": 0.3577, "lumo_ha": 0.01389, "homo_energy_ha": -0.344, "relative_energy_kcal_mol": 94.0, "spin_multiplicity": 1, "max_force_ha_per_bohr": 0.087}



[9]
{"formula": "C3H4N2O3", "method": "wB97M-V/def2-TZVPD", "species": ["N", "C", "C", "C", "O", "O", "N", "O", "H", "H", "H", "H"], "coordinates": [[0.0060, -1.0082, 1.5010], [0.0165, -0.4775, 0.2273], [-0.5845, -0.7939, -0.9229], [-0.3563, 0.2630, -1.8482], [-0.6479, 0.4116, -3.0216], [0.3898, 1.2548, -1.1552], [0.7287, 0.7110, 0.1873], [0.2100, 1.5815, 1.1767], [-0.1628, -1.9925, 1.7213], [0.7311, -0.5810, 2.1266], [-1.1557, -1.6632, -1.0936], [0.8251, 2.2945, 1.1012]], "forces_ev_per_a": [[1.2, 0.1, 0.7], [-0.6, -1.2, 2.1], [0.2, -0.2, 0.5], [0.0, 1.0, -1.7], [0.5, -0.1, 2.0], [0.1, -0.5, 0.9], [-0.1, 1.5, -2.0], [-0.5, -1.0, -0.8], [0.0, 0.7, -0.7], [-1.2, -0.7, -0.9], [-0.4, -0.7, -0.3], [0.7, 1.0, 0.2]], "nbo_charge": [-0.7934, 0.3779, -0.4678, 0.7386, -0.5634, -0.3809, 0.0878, -0.5388, 0.4091, 0.4051, 0.2427, 0.4829], "smiles": "Nc1cc(=O)on1O", "homo_lumo_gap_ha": 0.3603, "lumo_ha": 0.01466, "homo_energy_ha": -0.346, "relative_energy_kcal_mol": 80.0, "spin_multiplicity": 1, "max_force_ha_per_bohr": 0.049}



[10]
{"formula": "C3H4N2O3", "method": "wB97M-V/def2-TZVPD", "species": ["O", "C", "N", "C", "N", "O", "C", "O", "H", "H", "H", "H"], "coordinates": [[1.7682, -0.0036, 1.7541], [0.9689, 0.9376, 1.7989], [0.1256, 1.3578, 0.7614], [-0.1890, 0.3928, -0.0031], [0.6009, -0.6780, -0.5595], [-0.1855, -1.0326, -1.6647], [-1.5421, -0.9029, -1.2754], [-1.4663, 0.3035, -0.5830], [0.7616, 1.4837, 2.9525], [1.5414, -0.5446, -0.5224], [-1.9068, -1.8737, -0.6843], [-1.8398, -0.5269, -2.3334]], "forces_ev_per_a": [[-1.3, 1.9, -0.1], [1.0, -0.4, 2.7], [-0.5, -0.5, 1.8], [0.2, -1.6, -2.4], [-7.2, 2.0, 3.0], [2.1, -1.9, -1.4], [1.6, 0.2, -2.2], [1.2, 0.8, 2.5], [0.5, -1.1, -3.5], [3.3, 0.0, -1.0], [0.3, 2.4, -1.2], [-1.2, -1.8, 1.9]], "nbo_charge": [-0.6052, 0.5274, -0.6252, 0.7502, -0.3482, -0.3782, 0.1825, -0.4819, 0.1310, 0.4243, 0.1939, 0.2295], "smiles": "O=C/N=C1\\NOCO1", "homo_lumo_gap_ha": 0.3783, "lumo_ha": 0.02399, "homo_energy_ha": -0.354, "relative_energy_kcal_mol": 114.7, "spin_multiplicity": 1, "max_force_ha_per_bohr": 0.156}